{"formula": "C6H12N2O3", "method": "wB97M-V/def2-TZVPD", "homo_lumo_gap_ev": 9.496, "homo_energy_ev": -9.335, "smiles": "CC[C@]1([N+](=O)[O-])CNCOC1", "de_lowest_ev": 6.026, "largest_force_ev_per_a": 4.29, "symbols": ["C", "C", "C", "C", "C", "C", "N", "N", "O", "O", "O", "H", "H", "H", "H", "H", "H", "H", "H", "H", "H", "H", "H"], "coordinates": [[-1.42939, 0.19743, 1.24980], [-0.23284, -0.19220, -1.07076], [-2.53979, -0.40680, -0.80921], [-0.03825, 0.62512, 0.26966], [2.65562, 0.40602, 0.08235], [1.27926, 0.03812, 0.96990], [-2.61661, 0.27040, 0.44776], [-0.02394, 2.03067, -0.01106], [0.94865, 2.75057, 0.26004], [-1.05113, 2.55791, -0.45305], [-1.50905, 0.09346, -1.66293], [-1.09780, -0.70938, 1.84334], [-1.41618, 0.94232, 2.05487], [0.73823, 0.10503, -1.68996], [-0.21285, -1.30100, -0.90302], [-2.23981, -1.43697, -0.49790], [-3.45144, -0.35420, -1.34263], [3.13950, 1.27014, 0.48575], [2.37622, 0.40508, -0.97128], [3.25994, -0.53240, 0.23107], [1.49191, 0.43694, 2.01360], [0.99254, -1.02171, 0.90914], [-2.82359, 1.22852, 0.40723]]}


{"formula": "C6H12N2O3PS", "method": "wB97M-V/def2-TZVPD", "homo_lumo_gap_ev": 9.623, "charge": 1, "homo_energy_ev": -13.636, "de_lowest_ev": 0.000, "largest_force_ev_per_a": 0.71, "symbols": ["C", "C", "O", "O", "C", "C", "C", "N", "P", "N", "O", "C", "S", "H", "H", "H", "H", "H", "H", "H", "H", "H", "H", "H", "H"], "coordinates": [[-2.09333, 2.49919, 2.24105], [-1.44133, 2.50749, 0.88823], [-0.55938, 3.22114, 0.54150], [-1.97345, 1.60124, -0.02406], [-1.81026, 0.22443, 0.27106], [-1.15299, -0.37241, -0.96790], [0.37307, -0.15842, -1.06236], [1.04379, -1.46895, -1.12318], [2.89094, -1.73990, -1.20564], [3.40371, -0.34740, -0.46454], [2.93913, -2.77320, 0.04973], [0.22993, -2.47139, -1.14922], [-1.42436, -2.18874, -1.04479], [-1.94056, 3.47182, 2.70043], [-1.63383, 1.73699, 2.87364], [-3.15750, 2.28521, 2.16457], [-2.76972, -0.25250, 0.48385], [-1.16000, 0.08347, 1.13962], [-1.62720, 0.04289, -1.85378], [0.60669, 0.38246, -1.98107], [0.75959, 0.44234, -0.24121], [3.78132, 0.34758, -1.09655], [2.89854, 0.07230, 0.30237], [3.21355, -3.66093, -0.21254], [0.60365, -3.48470, -1.22922]]}


{"formula": "C6H12N2O5", "method": "wB97M-V/def2-TZVPD", "homo_lumo_gap_ev": 10.069, "homo_energy_ev": -9.839, "smiles": "N[C@@H](CO)C(=O)N[C@@H](CO)C(=O)O", "de_lowest_ev": 1.146, "largest_force_ev_per_a": 4.24, "symbols": ["C", "C", "C", "C", "C", "C", "H", "H", "H", "H", "H", "H", "H", "H", "H", "H", "H", "H", "N", "N", "O", "O", "O", "O", "O"], "coordinates": [[1.15802, -0.15705, 0.02455], [0.56421, -0.32761, 1.36587], [2.55054, -0.77547, -0.12520], [-1.87125, 0.25464, 0.46701], [-2.31970, -1.10109, -0.19694], [-1.69173, 1.29909, -0.53454], [1.91457, 1.77119, 0.38627], [1.54193, 1.48994, -1.18884], [0.57941, -0.68648, -0.71828], [3.31697, -0.36320, 0.50151], [2.49075, -1.89410, -0.01142], [2.71864, -1.23235, -1.99829], [-1.19095, 0.11528, 2.50774], [-2.71435, 0.52716, 1.11639], [-2.79981, 1.42572, -0.92145], [-1.10280, 0.94678, -1.39917], [-0.25109, 2.21646, 0.12618], [-1.77340, -2.81967, -0.55999], [1.23271, 1.36305, -0.23318], [-0.78007, 0.08792, 1.54372], [1.21471, -0.77874, 2.30690], [3.17530, -0.58451, -1.38265], [-3.42371, -1.29450, -0.61148], [-1.17072, 2.48418, -0.08942], [-1.36821, -1.96662, -0.37526]]}


{"formula": "C6H12N2P", "method": "wB97M-V/def2-TZVPD", "homo_lumo_gap_ev": 8.423, "charge": 1, "homo_energy_ev": -14.505, "de_lowest_ev": 4.080, "largest_force_ev_per_a": 5.30, "symbols": ["C", "C", "C", "C", "C", "C", "N", "N", "P", "H", "H", "H", "H", "H", "H", "H", "H", "H", "H", "H", "H"], "coordinates": [[-0.59811, -1.90534, -0.71648], [-0.69220, -0.60573, -1.48649], [-1.00425, -1.58488, 0.70840], [0.37460, 0.29890, -0.92219], [0.08695, -0.62651, 1.21586], [-0.03360, 1.69753, 1.06113], [-0.24271, 2.25398, 2.33267], [0.12470, 0.57600, 0.46872], [-0.02941, 3.51855, 1.26753], [-1.39188, -2.55682, -1.07178], [0.33044, -2.27925, -0.85828], [-0.55491, -0.64714, -2.47888], [-1.65968, -0.19625, -1.40693], [-2.04486, -1.25866, 0.90448], [-0.83983, -2.43849, 1.34965], [1.42694, 0.19553, -0.92809], [0.23964, 1.30286, -1.36827], [-0.01516, -0.36312, 2.17369], [1.14073, -1.12913, 1.06184], [2.53985, 2.56971, -0.41316], [2.84274, 3.17827, -0.89343]]}


{"formula": "C6H12N2S", "method": "wB97M-V/def2-TZVPD", "homo_lumo_gap_ev": [7.441, 7.441], "homo_energy_ev": [-7.560, -7.561], "de_lowest_ev": 4.550, "largest_force_ev_per_a": 4.86, "symbols": ["C", "C", "C", "C", "C", "C", "N", "N", "S", "H", "H", "H", "H", "H", "H", "H", "H", "H", "H", "H", "H"], "coordinates": [[-0.14963, 1.66784, -0.37276], [0.85427, 0.91149, -0.09817], [-1.26842, 2.30203, -0.55735], [0.93669, -0.04240, 1.03060], [-2.37981, 1.95626, -1.52480], [2.13098, -0.78221, 1.50257], [-0.13591, -1.71101, 2.84761], [0.34328, -2.23501, -1.60484], [-0.48138, -0.63433, 1.78277], [0.84867, -1.60561, -1.08887], [1.81561, 0.94797, -0.53948], [-1.42282, 3.29701, -0.09820], [-2.77481, 1.02785, -1.18351], [-3.14066, 2.77878, -1.56077], [-2.04102, 1.70711, -2.44631], [2.31566, -1.73788, 0.93010], [1.97722, -1.04636, 2.48895], [3.03143, -0.14094, 1.63396], [-1.04108, -1.98886, 3.31481], [1.06506, -2.64519, -2.20568], [-0.48332, -2.02654, -2.25062]]}


{"formula": "C6H12N2S", "method": "wB97M-V/def2-TZVPD", "homo_lumo_gap_ev": 9.062, "homo_energy_ev": -8.208, "smiles": "Cc1c[nH]cn1.CSC", "de_lowest_ev": 0.924, "largest_force_ev_per_a": 2.31, "symbols": ["C", "C", "C", "C", "N", "N", "H", "H", "H", "H", "H", "H", "C", "C", "S", "H", "H", "H", "H", "H", "H"], "coordinates": [[-2.09973, 1.97364, 1.12839], [-2.61985, -0.65105, 1.37094], [-1.90174, 0.51837, 1.39277], [-0.45522, -1.13176, 1.62307], [-1.72088, -1.65830, 1.56178], [-0.57427, 0.16669, 1.49996], [-3.66386, -0.86237, 1.53925], [-1.94348, -2.63329, 1.55175], [-3.10854, 2.28786, 1.43638], [-1.84890, 2.30851, 0.12887], [0.46426, -1.68403, 1.67015], [-1.55890, 2.61997, 1.82870], [2.92048, 0.30166, -0.57617], [1.24166, 1.00257, -2.76989], [2.06996, -0.46947, -2.05718], [2.65749, -0.06895, 0.40950], [3.93154, -0.06336, -0.74992], [2.77186, 1.35831, -0.72330], [0.22191, 0.95749, -2.39722], [1.29996, 0.97385, -3.85211], [1.65886, 1.93279, -2.38796]]}